(1)
The following is a quantum chemistry calculation of a 2-piece molecular cluster, C5H8NO2 overall, from the OMol25 dataset.

Last column: Löwdin charge in e.
Atoms and positions in Å:
O -1.3426 0.4620 -0.6407  -0.09
C -0.4891 0.4607 -1.5542  -0.79
O 0.4574 -0.3483 -1.7153  -0.11
C -0.5940 1.5626 -2.6236  -0.06
H -0.7774 1.1016 -3.6000  0.05
H -1.3854 2.2812 -2.4155  0.05
H 0.3684 2.0653 -2.7278  0.05
C 0.0701 -0.2926 2.1486  -0.27
C 1.2373 0.3040 2.3411  -0.03
C -0.0358 -2.2360 0.9629  -0.04
N -0.0489 -1.7064 2.1121  -0.03
H -0.8669 0.2396 2.0664  0.09
H 2.1476 -0.2889 2.3354  0.04
H 1.3456 1.3779 2.3571  0.03
H -0.1579 -3.3197 0.9126  0.06
H 0.0716 -1.6630 0.0410  0.05

Spin multiplicity: 1
ΔE to the lowest compared entry with this formula, charge and spin (kJ/mol): 116.52
Molecular weight (Da): 114.12
Total charge: -1
DFT total energy (a.u.): -400.5703

(2)
The following is a quantum chemistry calculation of a 9-piece molecular cluster, C8H34O9 overall in a non-equilibrium geometry, from the OMol25 dataset.

Last column: Löwdin charge in e.
Atoms and positions in Å:
C -4.0059 2.3030 -0.3583  -0.12
O -2.7409 2.0877 -1.0055  -0.18
H -4.2172 3.3685 -0.4260  0.08
H -4.7473 1.6967 -0.8818  0.08
H -3.9511 1.9879 0.6872  0.09
H -2.7025 1.1342 -1.1691  0.01
C -0.1071 0.2394 4.4520  -0.14
O -0.4846 1.4496 3.7877  -0.13
H 0.4958 0.4747 5.3277  0.07
H -1.0081 -0.2786 4.8019  0.07
H 0.4006 -0.4117 3.7378  0.07
H -0.5004 1.2378 2.8514  0.03
C 0.5704 -4.7777 -2.4054  -0.05
C 0.9795 -3.2919 -2.4490  -0.44
C -0.2324 -2.3972 -2.4149  -0.06
O 1.6471 -3.0505 -1.1816  -0.09
H 0.1518 -5.1784 -3.3251  0.08
H -0.0997 -4.9375 -1.5585  0.08
H 1.4538 -5.3447 -2.0887  0.07
H 1.6362 -3.0940 -3.2969  0.14
H -0.9368 -2.5188 -3.2364  0.09
H 0.1226 -1.3615 -2.3969  0.08
H -0.8067 -2.4940 -1.4935  0.07
H 2.3428 -3.7202 -1.1547  0.10
C 3.6888 2.9000 1.0562  -0.07
C 2.5064 2.8589 0.1148  -0.51
C 2.8866 2.1172 -1.1692  -0.05
O 1.3990 2.2409 0.7314  -0.05
H 3.6288 3.5927 1.8941  0.08
H 4.6165 3.1408 0.5199  0.08
H 3.9784 1.8946 1.3838  0.08
H 2.3455 3.8971 -0.1999  0.14
H 3.2687 1.1222 -0.9333  0.08
H 3.6766 2.6720 -1.6709  0.08
H 1.9992 2.0709 -1.8004  0.08
H 1.0395 2.7993 1.4284  0.10
O -0.6849 0.0770 0.5432  -0.05
H 0.2589 0.3164 0.5111  0.05
H -1.0875 0.5970 -0.1593  0.04
O -2.2416 -2.7621 1.1580  -0.06
H -1.7150 -1.9928 1.4060  0.00
H -1.5884 -3.4645 1.0763  0.04
O -0.9577 4.0669 -0.3443  -0.07
H -1.3981 3.3538 -0.8460  0.00
H -1.6761 4.5664 0.0547  0.03
O 0.5690 -2.3273 1.2228  -0.08
H 0.2747 -1.4682 0.8973  -0.02
H 1.0915 -2.7249 0.4886  0.02
O -2.9200 -0.5456 -0.8717  -0.04
H -3.6363 -1.0976 -1.2000  0.08
H -2.5825 -1.0238 -0.0952  0.03

Spin multiplicity: 1
ΔE to the lowest compared entry with this formula, charge and spin (kJ/mol): 25.14
Molecular weight (Da): 274.35
SMILES: CC(C)O.CC(C)O.CO.CO.O.O.O.O.O
DFT total energy (a.u.): -1002.3173

(3)
The following is a quantum chemistry calculation of C43H42IrN4O4 as an isolated structure in a non-equilibrium geometry, from the OMol25 dataset.

Last column: Löwdin charge in e.
Atoms and positions in Å:
Ir -0.2034 -0.2310 1.7375  1.47
C -0.9890 -4.5069 0.9861  -0.03
C -1.6953 -4.8742 2.1290  -0.04
C -1.9199 -3.9399 3.1163  0.02
C -1.4396 -2.6331 2.9589  -0.24
N -0.7756 -2.2882 1.8219  -0.07
C -0.5530 -3.2005 0.8790  -0.12
C -1.5881 -1.5657 3.9144  -0.16
C -2.2190 -1.7364 5.1663  0.00
C -2.3439 -0.6695 6.0355  -0.05
C -1.8510 0.5794 5.6820  -0.04
C -1.2092 0.7613 4.4420  -0.07
C -1.0563 -0.2872 3.5540  -0.24
H -0.7852 -5.2121 0.1938  0.12
H -2.0623 -5.8851 2.2446  0.12
H -2.4621 -4.2129 4.0090  0.11
H -0.0091 -2.8620 0.0053  0.11
H -2.6108 -2.7011 5.4574  0.11
H -2.8290 -0.8107 6.9916  0.12
H -1.9556 1.4157 6.3600  0.12
H -0.8384 1.7449 4.1897  0.09
C -2.8003 1.8531 -5.5758  -0.04
O -2.5674 1.8488 -4.1663  -0.08
C -2.8793 2.9747 -3.4800  -0.22
C -3.3468 4.1539 -4.0377  0.01
C -3.6484 5.2347 -3.2167  -0.05
C -3.5147 5.1418 -1.8426  -0.07
C -3.0647 3.9569 -1.2762  -0.03
C -2.7165 2.8887 -2.0903  -0.15
N -2.2688 1.6376 -1.5907  0.20
C -1.4447 1.3913 -0.5623  -0.29
N -0.7547 2.5085 -0.1085  0.21
C 0.1179 2.6781 0.9055  -0.10
C 0.4677 1.6633 1.8485  -0.24
C 1.4043 2.0431 2.7919  -0.10
C 1.9618 3.3293 2.8326  0.00
C 1.6054 4.3298 1.9296  0.01
C 0.6811 4.0204 0.9637  -0.20
O 0.2064 4.8478 0.0361  -0.06
C 0.7683 6.1690 -0.0701  0.00
N -1.2800 0.2027 -0.0530  0.00
C -2.0885 -0.8476 -0.5996  -0.25
C -3.1840 -1.3105 0.1100  -0.02
C -3.9499 -2.3547 -0.3862  -0.06
C -3.6167 -2.9227 -1.6047  -0.05
C -2.5302 -2.4570 -2.3354  0.00
C -1.7546 -1.4180 -1.8337  -0.26
O -0.6884 -0.8664 -2.4801  -0.10
C -0.4832 -1.2703 -3.8314  -0.05
H -2.5198 0.8660 -5.9285  0.09
H -2.1825 2.6054 -6.0671  0.10
H -3.8537 2.0333 -5.7928  0.11
H -3.4806 4.2415 -5.1057  0.12
H -4.0120 6.1494 -3.6645  0.12
H -3.7884 5.9716 -1.2063  0.11
H -3.0292 3.8534 -0.1985  0.13
H -2.5430 0.8333 -2.1404  0.15
H -0.8877 3.3346 -0.6877  0.14
H 1.7244 1.3223 3.5338  0.11
H 2.6942 3.5597 3.5964  0.13
H 2.0500 5.3105 1.9943  0.12
H 0.5856 6.7301 0.8450  0.11
H 0.2527 6.6395 -0.8994  0.10
H 1.8360 6.0997 -0.2732  0.11
H -3.4183 -0.8504 1.0632  0.12
H -4.8038 -2.7140 0.1712  0.12
H -4.2115 -3.7326 -2.0054  0.12
H -2.2992 -2.9076 -3.2896  0.11
H 0.3566 -0.6878 -4.1969  0.10
H -1.3645 -1.0562 -4.4389  0.09
H -0.2485 -2.3344 -3.8965  0.10
C 7.4899 -3.5327 -0.5907  -0.03
C 6.1385 -2.9335 -0.4334  -0.20
C 5.2893 -2.6967 -1.5148  0.00
C 4.0483 -2.1456 -1.3405  -0.18
C 3.1596 -1.9112 -2.5169  -0.05
C 3.5855 -1.7867 0.0043  -0.08
C 2.2878 -1.2157 0.1386  -0.12
O 1.7973 -0.8829 1.2683  -0.18
C 4.4491 -2.0241 1.1264  -0.18
C 4.0792 -1.6897 2.5453  -0.02
C 5.6730 -2.5780 0.8766  0.01
H 7.7116 -3.7726 -1.6278  0.09
H 7.5771 -4.4446 0.0066  0.10
H 8.2575 -2.8471 -0.2197  0.10
H 5.6170 -2.9571 -2.5138  0.13
H 3.6387 -2.2454 -3.4343  0.09
H 2.9131 -0.8500 -2.6236  0.09
H 2.2136 -2.4481 -2.4063  0.08
H 1.6862 -1.0468 -0.7557  0.11
H 3.8809 -0.6246 2.6636  0.08
H 4.8957 -1.9656 3.2102  0.09
H 3.1800 -2.2166 2.8614  0.09
H 6.3392 -2.7635 1.7121  0.13

Spin multiplicity: 6
ΔE to the lowest compared entry with this formula, charge and spin (kJ/mol): 0.00
Molecular weight (Da): 871.05
Total charge: +2
⟨S²⟩: 8.810
DFT total energy (a.u.): -2287.4286

(4)
The following is a quantum chemistry calculation of one molecule with the formula C21H26FN3O6S2 in a non-equilibrium geometry, from the OMol25 dataset.

Last column: Löwdin charge in e.
Atoms and positions in Å:
C -0.3313 -3.9297 -1.0325  -0.09
H 0.2271 -4.8503 -1.2315  0.09
O -0.1627 -3.5225 0.3121  -0.22
C 1.1679 -3.4980 0.7635  -0.19
C 2.0251 -2.3835 0.1428  -0.15
N 1.5127 -1.0659 0.4393  -0.24
S 0.8493 -0.1194 -0.7358  0.71
O 0.6933 -0.9141 -1.9160  -0.26
O 1.6069 1.1059 -0.8561  -0.30
C -0.7603 0.3196 -0.0810  -0.25
C -1.5717 -0.6688 0.4458  -0.01
C -2.8302 -0.3196 0.9122  -0.04
C -3.2430 0.9983 0.8371  -0.24
C -2.4189 1.9868 0.3320  -0.04
C -1.1597 1.6427 -0.1352  -0.03
H -0.4804 2.3780 -0.5369  0.12
H -2.7645 3.0083 0.3294  0.12
S -4.9018 1.4391 1.4012  0.66
O -5.3053 0.4629 2.3660  -0.27
O -4.8832 2.8241 1.7597  -0.27
N -5.9231 1.2875 0.0990  -0.23
C -5.6859 2.1756 -1.0173  -0.18
H -5.1769 3.0668 -0.6569  0.11
H -6.6566 2.4684 -1.4283  0.13
C -4.8825 1.3606 -2.0479  -0.15
H -5.2127 1.5857 -3.0601  0.11
H -3.8196 1.5904 -1.9803  0.09
C -5.1451 -0.1098 -1.6737  -0.15
H -5.6163 -0.6560 -2.4884  0.11
H -4.2131 -0.6151 -1.4224  0.09
C -6.0789 -0.0410 -0.4507  -0.18
H -5.8556 -0.7715 0.3239  0.11
H -7.1230 -0.1605 -0.7546  0.13
H -3.4897 -1.0507 1.3521  0.12
H -1.2179 -1.6877 0.4915  0.10
C 1.8834 -0.4276 1.6779  -0.09
H 1.3497 0.5241 1.7281  0.13
C 3.4018 -0.1738 1.7737  -0.45
O 4.0716 -0.6581 2.6600  0.08
N 3.8449 0.6071 0.7651  0.14
C 5.1508 1.0180 0.4835  -0.21
C 6.2404 0.6943 1.2880  0.00
C 7.5055 1.1363 0.9467  0.00
C 7.6706 1.8983 -0.1948  -0.28
C 6.6018 2.2321 -1.0084  -0.01
C 5.3408 1.7883 -0.6639  -0.01
H 4.4892 2.0335 -1.2813  0.11
H 6.7645 2.8284 -1.8920  0.12
F 8.9070 2.3293 -0.5273  0.05
H 8.3600 0.8954 1.5586  0.12
H 6.0923 0.1009 2.1745  0.10
H 3.1445 0.9313 0.0966  0.09
H 1.5860 -1.0482 2.5288  0.14
H 2.0299 -2.4786 -0.9436  0.12
H 3.0512 -2.4778 0.5120  0.14
H 1.6575 -4.4623 0.5625  0.13
H 1.0995 -3.3558 1.8446  0.13
H -0.0197 -3.1506 -1.7340  0.07
H -1.3960 -4.1210 -1.1569  0.09

Spin multiplicity: 1
Molecular weight (Da): 499.59
SMILES: COCCN(CC(=O)Nc1ccc(F)cc1)S(=O)(=O)c1ccc(S(=O)(=O)N2CCCC2)cc1
DFT total energy (a.u.): -2327.7563

> The lowest molecular weight belongs to which entry?

C5H8NO2

> Look up the molecular weight of the first one.

114.12 Da

What did the first record say?
The following is a quantum chemistry calculation of a 2-piece molecular cluster, C5H8NO2 overall, from the OMol25 dataset.

Last column: Löwdin charge in e.
Atoms and positions in Å:
O -1.3426 0.4620 -0.6407  -0.09
C -0.4891 0.4607 -1.5542  -0.79
O 0.4574 -0.3483 -1.7153  -0.11
C -0.5940 1.5626 -2.6236  -0.06
H -0.7774 1.1016 -3.6000  0.05
H -1.3854 2.2812 -2.4155  0.05
H 0.3684 2.0653 -2.7278  0.05
C 0.0701 -0.2926 2.1486  -0.27
C 1.2373 0.3040 2.3411  -0.03
C -0.0358 -2.2360 0.9629  -0.04
N -0.0489 -1.7064 2.1121  -0.03
H -0.8669 0.2396 2.0664  0.09
H 2.1476 -0.2889 2.3354  0.04
H 1.3456 1.3779 2.3571  0.03
H -0.1579 -3.3197 0.9126  0.06
H 0.0716 -1.6630 0.0410  0.05

Spin multiplicity: 1
ΔE to the lowest compared entry with this formula, charge and spin (kJ/mol): 116.52
Molecular weight (Da): 114.12
Total charge: -1
DFT total energy (a.u.): -400.5703

> Which value of spin multiplicity does entry 1 give?

1